[1]
{"formula": "C4H8N2", "method": "ωB97M-V with the def2-TZVPD basis set", "symbols": ["C", "C", "N", "C", "C", "N", "H", "H", "H", "H", "H", "H", "H", "H"], "positions_angstrom": [[1.900, 0.016, 0.295], [0.443, 0.425, 0.046], [-0.202, -0.265, -0.960], [-1.636, -0.141, -0.870], [-2.097, -0.238, 0.653], [-1.046, 0.065, 1.290], [2.574, 0.254, -0.550], [1.992, -1.062, 0.467], [2.322, 0.530, 1.164], [-0.597, 0.156, 2.170], [0.318, 1.512, -0.025], [0.084, -1.238, -0.962], [-2.110, -0.877, -1.524], [-1.945, 0.863, -1.191]], "largest_force_ev_per_a": 2.84, "e_homo_ev": -7.65}


[2]
{"formula": "C4H8N2", "method": "ωB97M-V with the def2-TZVPD basis set", "symbols": ["C", "N", "C", "C", "C", "N", "H", "H", "H", "H", "H", "H", "H", "H"], "positions_angstrom": [[-1.939, -0.035, -0.155], [-1.438, -1.173, 0.614], [-0.591, 0.003, 0.456], [0.642, -0.170, -0.366], [1.694, 0.871, -0.375], [1.888, -0.373, 0.368], [-2.707, 0.601, 0.281], [-2.051, -0.227, -1.223], [-1.851, -1.191, 1.542], [-0.457, 0.657, 1.322], [0.491, -0.750, -1.277], [1.569, 1.752, 0.252], [2.259, 1.040, -1.288], [2.490, -1.005, -0.152]], "largest_force_ev_per_a": 0.30, "smiles": "C1N[C@H]1[C@H]1CN1", "e_homo_ev": -9.55}


[3]
{"formula": "C4H8N2", "method": "ωB97M-V with the def2-TZVPD basis set", "symbols": ["C", "C", "C", "C", "H", "H", "H", "H", "H", "H", "H", "H", "N", "N"], "positions_angstrom": [[0.630, -1.257, 0.448], [-0.010, 1.078, 0.990], [-0.630, 1.202, -0.293], [-0.400, -1.173, -0.739], [1.372, -2.079, 0.201], [0.060, -1.580, 1.266], [1.504, 0.512, -0.216], [0.598, 1.882, 1.354], [-0.562, 0.876, 1.844], [-1.440, 2.030, -0.465], [-1.526, 0.204, -1.953], [0.010, -1.839, -1.730], [1.246, 0.073, 0.704], [-0.898, 0.054, -1.095]], "largest_force_ev_per_a": 5.58, "e_homo_ev": -6.85}


[4]
{"formula": "C4H8N2", "method": "ωB97M-V with the def2-TZVPD basis set", "symbols": ["C", "C", "C", "C", "N", "N", "H", "H", "H", "H", "H", "H", "H", "H"], "positions_angstrom": [[-0.404, 1.050, -0.024], [-0.251, -1.169, 0.011], [-1.699, 0.559, 0.005], [1.937, -0.077, 0.055], [-1.543, -0.892, 0.051], [0.534, -0.067, -0.064], [-0.124, 2.144, -0.071], [0.236, -2.247, 0.076], [-2.329, 0.877, 0.812], [-2.279, 0.781, -0.856], [2.362, -0.390, 0.971], [2.178, 1.039, -0.064], [2.304, -0.675, -0.660], [-2.421, -1.389, 0.010]], "total_charge": 2, "largest_force_ev_per_a": 7.07, "smiles": "C[N+]1=CC[NH+]=C1", "e_homo_ev": -22.02}


[5]
{"formula": "C4H8N2", "method": "ωB97M-V with the def2-TZVPD basis set", "symbols": ["C", "C", "C", "C", "N", "N", "H", "H", "H", "H", "H", "H", "H", "H"], "positions_angstrom": [[-0.936, 0.009, -0.086], [-2.145, -0.152, -0.068], [2.431, 0.561, 0.216], [2.411, -0.332, -0.867], [1.461, -0.437, 0.173], [-3.550, -0.056, -0.115], [3.108, 0.383, 1.112], [2.192, 1.645, 0.216], [2.181, -0.190, -2.026], [2.995, -1.227, -0.891], [1.289, -1.136, 0.791], [-3.908, -1.008, -0.513], [-3.912, 0.751, -0.694], [-4.029, 0.282, 0.794]], "total_charge": 2, "largest_force_ev_per_a": 6.04, "e_homo_ev": [-19.93, -19.93]}


[6]
{"formula": "C4H8N2O", "method": "ωB97M-V with the def2-TZVPD basis set", "symbols": ["C", "C", "C", "N", "C", "O", "N", "H", "H", "H", "H", "H", "H", "H", "H"], "positions_angstrom": [[0.372, 1.131, 1.256], [0.171, 0.149, 0.125], [1.369, -0.373, -0.585], [0.584, -1.254, 0.267], [-1.150, 0.325, -0.600], [-1.964, 1.155, -0.234], [-1.344, -0.476, -1.691], [1.339, 0.966, 1.743], [0.350, 2.154, 0.869], [-0.425, 1.048, 1.999], [1.339, -0.596, -1.649], [2.338, -0.030, -0.226], [1.040, -1.396, 1.166], [-0.834, -1.346, -1.734], [-2.287, -0.488, -2.051]], "largest_force_ev_per_a": 0.41, "smiles": "C[C@@]1(C(N)=O)CN1", "e_homo_ev": -9.62}


Energy relative to the best compared isomer or geometry (same formula, charge and spin) readings, ordered: 72.78; 49.97; 100.93; 13.70; 170.02; 28.70 kcal per mole